No. 1
A structure of composition C3H6O2, computed with ωB97M-V with the def2-TZVPD basis set.

## Properties
**HOMO**: -9.3 eV
**ΔE to the lowest compared entry with this formula, charge and spin**: 128.75 kcal per mole
**2S+1**: 1
**DFT total energy**: -7298.0949 eV
**F_max**: 0.8 eV/Å

Structure (XYZ):
```
11
Properties=species:S:1:pos:R:3:lowdin_charge:R:1
O 0.853 -1.106 1.407 -0.102
C 0.777 -0.155 0.473 -0.338
C -0.485 -0.505 -0.984 -0.086
O -0.715 0.885 -0.808 -0.147
C -0.192 1.044 0.516 -0.141
H 0.184 -1.259 0.282 0.183
H 1.676 0.060 -0.136 0.151
H -0.030 -0.748 -1.952 0.107
H -1.376 -1.126 -0.769 0.113
H 0.278 2.030 0.639 0.127
H -0.958 0.889 1.295 0.132
```



No. 2
An isolated molecule of C19H25ClN2O5S in a non-equilibrium geometry, computed with ωB97M-V with the def2-TZVPD basis set.

## Properties
**HOMO**: -9.7 eV
**ΔE to the lowest compared entry with this formula, charge and spin**: 0.00 kcal per mole
**2S+1**: 1
**DFT total energy**: -56685.1564 eV
**F_max**: 1.2 eV/Å
**SMILES**: O=C(COC(=O)c1ccc(Cl)c(S(=O)(=O)N2CCCC2)c1)NC1CCCCC1

Structure (XYZ):
```
53
Properties=species:S:1:pos:R:3:lowdin_charge:R:1
O 2.860 0.745 -4.225 0.074
C 2.597 0.720 -3.042 -0.467
N 2.267 -0.378 -2.351 0.118
H 2.043 -0.293 -1.373 0.123
C 2.086 -1.680 -2.962 -0.302
C 0.611 -1.920 -3.307 -0.137
C -0.239 -2.037 -2.045 -0.201
C 0.274 -3.162 -1.152 -0.199
C 1.737 -2.934 -0.784 -0.196
C 2.605 -2.777 -2.032 -0.142
H 2.608 -3.717 -2.586 0.119
H 3.636 -2.554 -1.746 0.117
H 2.101 -3.778 -0.197 0.115
H 1.802 -2.053 -0.143 0.092
H -0.316 -3.205 -0.236 0.097
H 0.171 -4.115 -1.677 0.116
H -1.279 -2.223 -2.321 0.111
H -0.207 -1.094 -1.495 0.091
H 0.255 -1.101 -3.934 0.118
H 0.536 -2.843 -3.884 0.120
H 2.671 -1.659 -3.889 0.147
C 2.660 1.998 -2.197 -0.042
H 3.710 2.232 -1.987 0.150
H 2.241 2.833 -2.768 0.141
O 1.951 1.834 -0.972 -0.004
C 1.588 2.948 -0.323 -0.438
O 1.840 4.063 -0.699 0.137
C 0.840 2.636 0.925 -0.095
C 0.405 1.349 1.218 0.004
C -0.272 1.084 2.392 -0.247
C -0.501 2.104 3.304 -0.618
C -0.078 3.400 3.015 -0.067
C 0.580 3.664 1.831 0.017
H 0.916 4.661 1.593 0.128
H -0.266 4.186 3.730 0.112
Cl -1.280 1.789 4.796 0.798
S -0.767 -0.648 2.643 0.657
O 0.029 -1.402 1.721 -0.282
O -0.700 -0.968 4.033 -0.299
N -2.341 -0.824 2.156 -0.226
C -2.634 -0.449 0.791 -0.182
H -1.728 -0.532 0.195 0.093
C -3.211 0.974 0.865 -0.144
H -3.977 1.126 0.108 0.109
H -2.426 1.715 0.705 0.097
C -3.779 1.082 2.293 -0.149
H -3.353 1.936 2.818 0.081
H -4.861 1.198 2.286 0.107
C -3.382 -0.241 2.976 -0.194
H -3.011 -0.126 3.991 0.080
H -4.226 -0.938 2.991 0.127
H -3.378 -1.149 0.399 0.132
H 0.596 0.526 0.550 0.107
```



No. 3
A structure of composition C38H32ClIrN7O3 in a non-equilibrium geometry, computed with ωB97M-V with the def2-TZVPD basis set.

## Properties
**Total charge**: +1
**HOMO**: -9.8 eV
**ΔE to the lowest compared entry with this formula, charge and spin**: 33.11 kcal per mole
**2S+1**: 1
**DFT total energy**: -71858.7804 eV
**F_max**: 4.0 eV/Å

Structure (XYZ):
```
82
Properties=species:S:1:pos:R:3:lowdin_charge:R:1
Ir -0.538 -0.395 -0.013 1.165
C -9.072 9.833 3.116 -0.065
O -8.139 9.765 2.047 -0.063
C -7.353 8.677 1.958 -0.276
C -6.432 8.669 0.905 0.019
C -5.575 7.609 0.739 -0.011
C -5.612 6.516 1.611 -0.162
C -6.532 6.529 2.651 -0.024
C -7.402 7.594 2.832 -0.006
C -4.710 5.390 1.380 -0.240
N -3.813 5.319 0.421 0.195
C -3.239 4.088 0.550 -0.164
C -3.789 3.393 1.606 -0.116
N -4.730 4.241 2.131 0.191
C -3.421 2.054 1.937 -0.051
C -3.947 1.268 2.975 0.032
C -3.561 -0.045 3.088 -0.003
C -2.631 -0.572 2.185 -0.078
N -2.078 0.181 1.250 -0.043
C -2.457 1.468 1.111 -0.125
C -1.853 2.186 0.033 -0.126
N -0.918 1.527 -0.687 -0.040
C -0.354 2.122 -1.727 -0.079
C -0.677 3.431 -2.093 -0.008
C -1.615 4.123 -1.365 0.044
C -2.232 3.492 -0.276 -0.052
H -9.573 10.791 3.014 0.096
H -8.568 9.788 4.083 0.098
H -9.809 9.030 3.047 0.098
H -6.415 9.517 0.235 0.127
H -4.855 7.607 -0.068 0.115
H -6.590 5.711 3.361 0.106
H -8.106 7.569 3.650 0.106
H -5.343 4.061 2.906 0.151
H -4.659 1.691 3.671 0.124
H -3.975 -0.685 3.853 0.122
H -2.315 -1.603 2.229 0.125
H 0.373 1.547 -2.283 0.113
H -0.180 3.881 -2.941 0.120
H -1.902 5.136 -1.615 0.131
N 2.175 0.139 -1.092 0.008
C 3.099 -0.178 -2.015 -0.062
C 2.653 -1.304 -2.666 -0.028
C 1.429 -1.620 -2.062 -0.130
N 1.158 -0.737 -1.109 -0.187
H 2.192 0.865 -0.393 0.145
H 3.995 0.405 -2.140 0.130
H 3.143 -1.835 -3.462 0.109
H 0.746 -2.425 -2.268 0.080
C 7.242 -2.066 2.955 -0.050
C 6.481 -0.775 2.778 -0.225
C 7.136 0.311 2.212 -0.056
C 6.464 1.500 1.977 -0.085
C 5.131 1.603 2.315 -0.044
C 4.458 0.531 2.903 -0.198
N 3.077 0.745 3.139 0.097
C 2.253 0.125 4.071 -0.212
C 2.627 0.080 5.416 -0.022
C 1.793 -0.483 6.361 -0.057
C 0.570 -1.039 5.993 -0.070
C 0.197 -1.019 4.666 -0.017
C 1.016 -0.431 3.700 -0.083
C 0.597 -0.487 2.289 -0.561
O -0.042 -1.485 1.861 -0.086
O 0.854 0.464 1.467 -0.108
C 5.125 -0.679 3.138 -0.151
C 4.413 -1.890 3.688 -0.018
H 8.284 -1.929 2.672 0.076
H 6.828 -2.856 2.325 0.086
H 7.213 -2.414 3.988 0.088
H 8.181 0.220 1.946 0.109
H 6.983 2.342 1.537 0.104
H 4.587 2.526 2.147 0.109
H 2.578 1.165 2.375 0.108
H 3.578 0.510 5.703 0.130
H 2.093 -0.485 7.401 0.112
H -0.067 -1.497 6.736 0.106
H -0.732 -1.476 4.350 0.110
H 4.266 -1.823 4.767 0.085
H 4.978 -2.797 3.491 0.068
H 3.429 -2.011 3.234 0.086
Cl -1.733 -1.688 -1.478 -0.044
```



No. 4
An isolated molecule of C18H21F2N5O2, computed with ωB97M-V with the def2-TZVPD basis set.

## Properties
**HOMO**: -8.9 eV
**2S+1**: 1
**DFT total energy**: -35987.9349 eV
**F_max**: 0.7 eV/Å
**SMILES**: O=C(C[C@@H]1C(=O)NCCN1Cc1ccc(F)c(F)c1)NCCn1cccn1

Structure (XYZ):
```
48
Properties=species:S:1:pos:R:3:lowdin_charge:R:1
O 0.917 3.479 -0.061 0.060
C 1.153 2.341 -0.410 -0.499
N 0.541 1.746 -1.460 0.074
C -0.630 2.349 -2.043 -0.143
H -0.636 2.181 -3.123 0.119
H -0.563 3.421 -1.838 0.120
C -1.924 1.783 -1.424 -0.098
N -1.862 1.835 0.008 -0.147
C -2.289 2.819 0.821 -0.066
C -1.921 2.472 2.099 -0.055
C -1.255 1.251 1.950 -0.140
N -1.223 0.881 0.683 0.087
H -0.803 0.637 2.704 0.106
H -2.100 3.014 3.004 0.090
H -2.814 3.673 0.444 0.121
H -2.785 2.357 -1.771 0.129
H -2.041 0.739 -1.717 0.099
H 0.685 0.746 -1.567 0.106
C 2.253 1.519 0.247 -0.021
H 3.185 1.730 -0.283 0.125
H 2.369 1.907 1.261 0.137
C 2.000 0.007 0.355 -0.219
N 1.879 -0.683 -0.930 -0.136
C 3.143 -0.675 -1.642 -0.156
C 4.271 -1.367 -0.866 -0.155
N 4.191 -1.055 0.545 0.091
C 3.128 -0.556 1.217 -0.470
O 3.116 -0.511 2.430 0.069
H 4.937 -1.411 1.128 0.151
H 4.207 -2.456 -1.002 0.114
H 5.242 -1.041 -1.252 0.121
H 3.407 0.366 -1.836 0.116
H 3.010 -1.170 -2.607 0.126
C 1.351 -2.039 -0.752 -0.128
C -0.086 -2.016 -0.306 -0.215
C -1.090 -1.767 -1.231 0.025
C -2.410 -1.736 -0.825 -0.221
C -2.742 -1.948 0.505 -0.215
C -1.748 -2.203 1.430 0.001
C -0.428 -2.236 1.022 -0.041
H 0.345 -2.431 1.750 0.121
H -2.021 -2.364 2.460 0.125
F -4.027 -1.914 0.894 0.091
F -3.371 -1.491 -1.738 0.079
H -0.856 -1.599 -2.271 0.134
H 1.939 -2.614 -0.021 0.131
H 1.419 -2.540 -1.722 0.132
H 1.052 -0.121 0.887 0.125
```